{"formula": "C36H32FN5O5Pb", "method": "ωB97M-V/def2-TZVPD", "total_charge": -2, "lumo_energy_ha": 0.152, "homo_ev": 0.71, "total_energy_ha": -2333.7687, "largest_force_ev_per_a": 2.7, "orbital_gap_ev": 3.4, "elements": ["Pb", "F", "O", "O", "O", "O", "O", "N", "N", "N", "N", "N", "C", "C", "C", "C", "C", "C", "C", "C", "C", "C", "C", "C", "C", "C", "C", "C", "C", "C", "C", "C", "C", "C", "C", "C", "C", "C", "C", "C", "C", "C", "C", "C", "C", "C", "C", "C", "H", "H", "H", "H", "H", "H", "H", "H", "H", "H", "H", "H", "H", "H", "H", "H", "H", "H", "H", "H", "H", "H", "H", "H", "H", "H", "H", "H", "H", "H", "H", "H"], "positions_angstrom": [[-0.68502, 1.22487, 0.20329], [-0.97560, -7.85556, -1.32390], [-4.83746, 0.24360, 1.60316], [0.87063, 2.10058, 1.96802], [-2.96071, 0.45518, 0.37966], [-3.03569, 0.71377, 6.37572], [1.50899, 1.74726, 4.14398], [-1.61558, 1.28046, 2.57623], [4.03571, -0.14690, 0.57526], [-1.11718, 1.42670, -2.50517], [1.91423, 0.22433, -0.48605], [2.09525, -1.03804, 1.45797], [-1.04025, 0.39084, -3.35807], [-0.84838, -0.48057, -5.65191], [-1.24589, 2.68472, -2.92879], [2.71969, -1.27483, 2.78785], [4.76051, 0.47739, -0.52455], [0.65672, 1.86607, 3.23874], [-0.31858, -4.82769, 0.57131], [-1.91529, -2.98140, 1.13913], [-0.82789, -0.92904, -2.84015], [-2.51956, -6.32385, -0.36253], [-0.53665, -1.72652, -5.14950], [-1.30064, 1.50150, 4.88689], [-3.63795, 0.49315, 1.46929], [-1.34218, 3.73334, -1.85604], [-1.32427, 1.88530, -5.21249], [-0.08860, -6.01249, -0.09019], [-1.64847, 5.01924, -2.19131], [-2.69153, -5.09448, 0.28857], [2.67742, -0.28353, 0.46506], [-1.39935, 2.93280, -4.32275], [-1.20333, -6.73652, -0.56545], [2.62293, 0.96433, -1.59457], [-0.48336, -1.92638, -3.73818], [-0.81582, 1.61133, 3.58418], [-2.63076, 1.01506, 5.07905], [-1.10609, 0.57853, -4.80149], [-2.89040, 0.92919, 2.73595], [3.97542, 0.33026, -1.81660], [4.78005, -0.43908, 1.81533], [-0.88319, 3.38220, -0.59616], [3.86965, -0.31227, 3.02203], [-0.93965, 5.72352, -0.00900], [-1.45298, 6.04002, -1.23815], [-3.48268, 0.75948, 3.98511], [-1.64035, -4.23932, 0.67989], [-0.65180, 4.36075, 0.31028], [-1.16986, -2.32522, 1.53105], [3.55749, 0.70291, 3.22695], [3.87754, -0.74644, -2.07829], [5.18850, -1.44923, 1.69716], [4.42735, -0.60527, 3.93953], [2.63052, 2.04023, -1.30163], [-0.68270, 1.78620, 5.75383], [-2.94656, -2.65860, 1.21594], [3.07445, -2.35460, 2.77692], [1.93205, -1.23083, 3.57138], [-0.35826, -2.56603, -5.84602], [-0.20421, 4.09470, 1.25356], [5.58348, 0.29257, 1.84231], [-0.80337, 6.46960, 0.79961], [0.93213, -6.43684, -0.12530], [-0.85770, -1.14897, -1.78730], [4.82569, 1.52787, -0.19817], [4.55654, 0.87399, -2.58311], [-1.75898, 7.09430, -1.51193], [5.81052, 0.10969, -0.61156], [-0.92722, -0.38327, -6.71921], [0.54522, -4.31481, 1.01901], [-3.34967, -6.86299, -0.80254], [-3.68011, -4.83334, 0.63038], [-1.39358, 2.11804, -6.25685], [1.09684, -0.79938, 1.53711], [-4.51616, 0.41247, 4.06298], [-1.49782, 3.93085, -4.71085], [1.94388, 0.99048, -2.43396], [-3.93651, 0.37637, 6.42917], [-0.13100, -2.84323, -3.40693], [-2.16253, 5.27152, -3.09219]], "atomic_forces_ev_per_a": [[0.494, -1.601, 0.043], [0.202, -0.925, -0.473], [-0.025, -0.073, 0.247], [-0.171, -0.157, 2.643], [-0.823, 0.437, 1.113], [0.670, 0.628, -0.231], [-0.890, 0.285, -0.703], [-0.333, 0.655, -0.383], [0.494, -0.464, -0.179], [-0.124, 0.825, -0.115], [1.807, -0.452, -0.017], [-1.206, 0.467, 0.868], [-0.020, -0.573, -0.948], [-0.007, -1.927, -0.342], [-1.201, -1.102, 0.097], [-0.473, -0.973, -0.453], [0.045, 0.289, 0.936], [0.989, 0.229, -1.692], [0.500, 0.341, 0.096], [-0.338, 0.233, 0.311], [0.539, -0.123, -1.382], [1.244, 1.299, 0.228], [-0.015, 0.319, 0.101], [-0.812, -0.089, 0.725], [-0.058, 0.286, -1.331], [0.849, -1.109, -1.422], [-0.085, 1.297, 0.261], [-0.683, -0.573, 0.264], [-0.276, 1.408, 0.997], [-0.959, -1.814, -0.361], [-0.766, 0.761, -0.698], [0.363, -0.508, 0.146], [0.221, 0.557, 0.059], [-1.254, -0.180, 2.016], [-0.713, 1.868, -0.771], [-0.737, -0.652, 0.796], [-0.087, -0.250, -0.139], [0.271, 0.284, 2.316], [0.325, -0.654, -0.001], [0.657, 0.610, -0.361], [-0.662, 0.372, -0.985], [0.036, -0.751, 0.191], [0.697, -0.988, 0.741], [0.499, -0.535, 1.537], [-0.817, 1.022, -0.983], [1.171, 0.472, 0.510], [0.882, 0.137, 0.200], [-0.220, 2.181, 0.035], [0.532, 0.354, 0.136], [-0.438, 0.275, -0.399], [0.003, 0.697, 0.044], [0.225, 0.018, 0.433], [-0.223, -0.078, -0.515], [0.710, -0.451, -0.069], [-0.301, -0.439, -0.561], [0.023, 0.109, -0.059], [-0.076, 1.169, 0.190], [0.496, 0.231, -0.592], [0.021, 0.537, 0.562], [-0.059, 0.140, 0.408], [0.299, 0.001, 0.153], [-0.009, -0.266, -0.772], [-0.685, 0.207, -0.217], [0.086, 0.185, 0.323], [0.299, 0.176, -0.724], [-0.258, -0.387, -0.045], [0.428, -1.275, 0.469], [-0.753, -0.171, 0.160], [-0.013, 0.354, -0.363], [-0.431, -0.038, -0.211], [-0.016, -0.193, 0.265], [-0.361, 0.247, -0.301], [-0.033, -0.047, -0.533], [0.649, -0.359, -0.302], [0.432, 0.063, -0.033], [-0.101, 0.244, 0.062], [-0.024, -0.556, -0.575], [0.103, 0.078, -0.565], [0.215, -1.706, 0.866], [0.061, 0.096, -0.744]], "lowdin_charge": [1.414, -0.057, -0.008, -0.214, -0.213, 0.018, -0.024, 0.055, -0.060, 0.089, -0.015, 0.080, -0.186, -0.076, -0.190, -0.176, -0.185, -0.582, -0.099, -0.075, 0.027, -0.076, -0.079, 0.061, -0.634, -0.222, -0.033, -0.095, -0.072, -0.118, -0.412, -0.005, -0.359, -0.227, -0.049, -0.183, -0.250, -0.178, -0.171, -0.185, -0.157, -0.255, -0.173, -0.103, -0.123, 0.059, -0.412, -0.132, -0.014, 0.095, 0.128, 0.117, 0.117, 0.118, 0.123, 0.015, 0.120, 0.123, 0.102, 0.068, 0.108, 0.096, 0.095, 0.092, 0.123, 0.105, 0.104, 0.120, 0.097, 0.085, 0.086, 0.081, 0.102, 0.092, 0.122, 0.091, 0.083, 0.095, 0.082, 0.087]}